ORCA calculation (the ωB97M-V functional and the def2-TZVPD basis) on a structure of composition C39H81NO15PdS6.

```
143
Properties=species:S:1:pos:R:3:forces:R:3
Pd -4.098316 -0.155730 0.630534 1.947 0.755 -1.910
C -2.232469 1.042634 -2.767793 -1.520 -0.090 1.035
C -3.597804 1.675177 -2.372500 -1.262 -0.843 0.239
C -4.524254 1.559610 -3.631545 0.247 -0.479 -0.981
O -4.275565 0.989744 -1.314468 0.052 -0.460 0.495
H -2.135277 1.227086 -3.837660 0.898 -0.079 0.191
H -2.398030 -0.009621 -2.536600 -0.021 -0.333 -0.569
H -1.426368 1.286617 -2.075853 0.241 0.648 -0.498
H -3.538493 2.718630 -2.063016 0.472 0.400 -0.223
H -4.211116 2.005292 -4.575691 0.964 0.933 0.237
H -5.567997 1.873498 -3.645085 -0.055 -0.100 1.104
H -4.485051 0.537186 -4.007322 -0.338 -0.553 0.652
C -0.398662 0.117569 1.996165 1.885 -0.275 0.591
C -0.832663 -0.460426 0.678743 -1.589 1.641 -1.058
C 0.256364 -1.325123 0.024695 -0.110 0.587 0.090
O -2.067961 -1.047255 0.822819 -1.674 -2.183 0.588
H 0.536519 0.671241 1.912573 0.130 0.350 -0.209
H -0.067682 -0.750519 2.566216 -0.170 -0.282 0.473
H -1.033811 0.704974 2.659222 -0.611 -0.074 -0.717
H -1.154186 0.277048 -0.056680 1.113 1.094 -0.247
H 1.081640 -0.712895 -0.338905 0.165 0.407 0.399
H -0.075853 -1.772338 -0.912174 -0.393 -0.580 0.407
H 0.665663 -1.992848 0.782797 -0.058 -0.556 -0.329
C -5.400507 4.678727 1.966212 1.341 -2.497 0.096
C -4.305010 4.876640 3.073369 -1.437 1.348 0.825
C -3.073289 3.954413 3.023349 -1.876 -1.179 -0.805
S -3.123897 3.270854 1.306743 2.372 1.537 2.400
O -3.362605 1.821928 1.448846 -0.280 1.559 -0.501
O -1.802547 3.772764 0.888937 -1.394 -1.108 -1.615
C -4.550582 4.396008 0.707009 0.547 -1.215 -0.256
H -6.191492 5.422847 1.872827 0.709 0.543 -0.047
H -5.955607 3.797855 2.288775 -0.084 -0.435 -0.616
H -4.785102 4.754781 4.044330 -0.039 0.103 0.048
H -4.220125 5.954447 2.934729 1.540 0.079 0.545
H -3.191812 3.007569 3.550174 -0.776 0.159 0.548
H -2.092311 4.262899 3.384745 -0.098 0.723 -0.908
H -4.971702 3.901046 -0.168077 -0.366 -0.114 0.233
H -3.952192 5.228944 0.337893 -0.121 0.244 0.268
C -0.017553 -4.552335 -2.836499 0.995 0.520 -1.067
C 0.767052 -5.765247 -3.492559 -1.071 0.110 1.438
C 0.839559 -5.480172 -4.933312 -1.462 1.082 -1.480
S -0.813825 -4.611007 -5.411824 1.815 0.466 1.994
O -1.762990 -5.471795 -5.998099 -1.225 -1.832 -0.679
O -0.522920 -3.402087 -6.140291 0.230 0.191 0.527
C -1.286062 -4.261420 -3.618200 0.910 -0.811 -1.317
H 0.663820 -3.733129 -3.066130 0.172 0.380 0.557
H -0.237183 -4.554074 -1.768860 0.322 -0.395 -0.062
H 0.285993 -6.737627 -3.386975 -0.085 0.030 0.586
H 1.781773 -5.798049 -3.095850 -0.136 -0.185 0.258
H 0.855259 -6.382438 -5.544688 0.460 0.351 -0.231
H 1.591074 -4.709387 -5.104222 0.072 -0.336 -0.661
H -1.987743 -5.000990 -3.232488 -0.779 0.500 -0.725
H -1.578133 -3.219862 -3.752245 -0.343 -0.121 0.846
C -0.219265 -0.028431 5.680941 -0.103 1.669 -1.194
C 0.401323 -1.210369 6.293633 -0.769 -2.532 1.586
C -0.677414 -1.829267 7.354914 1.795 -0.470 -0.342
S -1.767150 -0.531634 7.816902 -1.743 0.964 -0.317
O -1.427995 -0.132256 9.170561 -0.492 -0.239 -0.457
O -3.186314 -0.798623 7.454879 2.236 0.143 0.474
C -1.075873 0.688662 6.683072 -0.187 0.998 0.592
H -0.800887 -0.196281 4.774487 0.085 -0.475 0.028
H 0.606012 0.627098 5.402922 -0.139 0.238 -0.365
H 1.342284 -0.986495 6.796202 -0.282 0.228 0.326
H 0.712522 -1.949205 5.555127 -0.332 -0.198 0.019
H -0.202450 -2.047245 8.311459 0.248 -0.079 -0.121
H -1.209489 -2.744765 7.096325 -0.059 0.293 -0.527
H -0.463057 1.370132 7.273119 0.000 -0.230 0.376
H -1.867281 1.320291 6.279576 -0.162 -0.349 -0.139
C 3.170570 5.329702 0.646895 0.110 -3.005 0.817
C 2.470949 4.360401 -0.439046 -0.345 2.106 0.929
C 1.758563 3.239900 0.310048 0.173 -1.105 -0.118
S 2.809304 2.811795 1.793177 -0.792 0.370 -1.430
O 3.601313 1.580114 1.590077 -1.118 1.490 0.560
O 1.894928 2.964900 2.933524 1.590 -0.199 -0.741
C 3.957301 4.272689 1.472321 0.027 -0.913 -0.043
H 2.544011 5.659783 1.475494 -0.947 0.788 -0.893
H 3.781855 6.132157 0.233981 -0.045 -0.235 0.051
H 3.179277 3.997471 -1.183784 0.372 -0.179 0.426
H 1.815314 5.002816 -1.026876 -0.509 -0.304 0.083
H 1.607437 2.352015 -0.303891 0.652 -0.240 -0.090
H 0.733539 3.366588 0.658443 0.187 0.928 0.360
H 4.695658 3.775057 0.843595 0.353 0.075 0.303
H 4.336894 4.538187 2.458991 0.153 0.250 -0.209
C -3.456220 -3.490605 5.419447 -2.550 0.762 0.540
C -2.348017 -3.403673 4.459948 2.188 0.949 -1.057
C -2.826692 -3.670789 3.014145 -0.542 -1.458 0.317
S -4.549170 -2.979036 2.985551 0.949 0.349 3.229
O -5.502375 -4.079451 2.958744 0.548 0.943 -1.227
O -4.635138 -1.729468 2.234225 -0.604 -0.821 -0.393
C -4.501746 -2.520116 4.797066 0.407 -0.447 -1.332
H -3.411850 -3.003669 6.393620 1.137 -0.353 0.202
H -3.713893 -4.538807 5.570993 -0.606 0.082 -0.146
H -1.482365 -3.972621 4.799137 -0.054 -0.637 -0.520
H -1.904887 -2.412781 4.360659 -0.228 0.535 0.541
H -3.016164 -4.735660 2.879023 -0.161 -0.145 0.032
H -2.119539 -3.409702 2.226829 -0.441 0.804 0.058
H -5.525099 -2.405389 5.154412 0.123 -0.505 0.068
H -3.983953 -1.567811 4.911638 -0.315 0.278 -0.347
C 5.170520 -2.712655 2.473609 1.019 0.516 -0.264
C 3.931744 -2.087687 1.829946 -1.265 -1.685 0.491
C 2.846331 -1.980184 2.936732 -0.118 0.879 -0.736
S 3.692097 -2.016366 4.542743 -2.022 -0.396 -0.902
O 3.179590 -3.277349 5.159292 1.724 2.232 -0.441
O 3.547299 -0.710601 5.175587 0.023 -1.098 0.425
C 5.368454 -2.050346 3.814136 -0.437 -0.060 1.144
H 5.973553 -2.524889 1.760886 0.464 -0.027 0.395
H 5.139298 -3.792662 2.617504 -0.510 -0.016 -0.199
H 3.627384 -2.846129 1.108680 -0.346 0.285 -0.305
H 4.049464 -1.145756 1.294212 0.426 0.004 0.388
H 2.048167 -2.722420 2.926115 0.458 -0.393 0.049
H 2.326183 -1.030925 2.808416 0.166 0.214 0.423
H 5.950608 -2.514088 4.610468 0.425 -0.294 -0.462
H 5.641568 -0.997359 3.745462 -0.105 -0.010 -0.013
C 1.660767 0.108712 -3.780798 -0.671 -0.614 0.558
C 1.812345 -0.184458 -5.308262 0.380 -1.610 1.770
C 0.416726 0.176756 -5.919206 0.685 2.956 -1.049
C 0.336829 1.755618 -6.136090 1.136 0.252 -1.081
C 1.599909 2.343149 -6.924821 -0.733 -1.194 2.223
C 2.905680 2.065731 -6.111752 0.070 1.039 -1.087
N 3.026550 0.548026 -5.858286 -3.151 2.061 -2.433
O 4.162891 0.224512 -5.165389 0.808 -0.314 0.621
C 4.040826 2.623448 -7.090430 -0.457 -1.292 0.471
C 3.002210 2.933486 -4.817550 0.708 -0.402 -0.570
C 2.161873 -1.819470 -5.476034 0.172 2.162 -0.055
H 1.049325 0.977609 -3.537347 -0.050 0.221 -0.416
H 2.524801 0.188221 -3.121090 0.564 -0.073 -0.671
H 1.091348 -0.713486 -3.347373 -0.177 -0.220 -0.001
H 0.190417 -0.213829 -6.911336 0.326 -0.639 0.195
H -0.445946 0.051039 -5.264913 0.421 -1.019 0.254
H 0.161404 2.269985 -5.191240 0.603 0.029 0.265
H -0.537762 2.087437 -6.695640 -0.276 -0.644 -0.263
H 1.511452 3.420823 -7.062235 -0.051 0.058 0.200
H 1.689484 1.924575 -7.927250 -0.138 -0.363 0.097
H 4.053104 3.692601 -7.302242 -0.394 0.281 0.940
H 5.009108 2.335543 -6.681000 0.142 -0.050 -0.376
H 3.860674 2.258629 -8.101642 0.367 -0.737 0.090
H 2.390128 2.518605 -4.016716 0.380 0.334 0.113
H 4.068485 3.020582 -4.608786 0.170 -0.945 0.835
H 2.875577 4.010011 -4.932245 -1.132 -0.014 -0.571
H 3.133987 -2.006415 -5.019798 0.236 0.227 -0.182
H 2.194271 -2.028272 -6.545365 0.053 -0.081 0.020
H 1.536098 -2.572997 -4.997820 -0.686 0.787 -0.026
H 4.462435 -0.484015 -5.739730 0.759 -0.097 0.268
```
Positions in Å, forces in eV/Å.

Values from the calculation:
Electronic energy ... -142437.0171 eV
Multiplicity ... 3
HOMO-LUMO gap (alpha / beta) ... 8.38 / 6.66 eV
Lowest unoccupied orbital energy (alpha / beta) ... 0.0050 / -0.0410 hartree

Here are the Löwdin charges for atoms 1 to 6, given in e: Pd 0.935; C -0.056; C -0.528; C -0.084; O -0.349; H 0.059

ORCA calculation (the ωB97M-V functional and the def2-TZVPD basis) on a structure of composition C6H11N.

```
18
Properties=species:S:1:pos:R:3:forces:R:3
C -0.180298 -1.297235 -1.549698 -1.827 -3.487 -1.447
C -0.934017 -0.720832 -0.400045 0.975 1.527 1.025
C -0.217636 0.557088 0.144689 -2.482 -1.460 -3.075
C 1.090549 0.742087 0.384789 3.065 -0.802 0.246
C 0.841348 0.431394 1.830134 -1.433 6.018 3.469
C 0.119798 1.258654 2.862613 3.447 -4.499 -2.746
N -0.515785 -0.480784 -2.702579 0.926 0.488 0.535
H 0.870291 -1.642767 -1.417470 -0.248 1.264 0.364
H -0.596761 -2.380208 -1.734595 0.187 1.873 0.144
H -2.018275 -0.463177 -0.540535 1.155 -0.633 -0.434
H -0.838123 -1.427343 0.409071 -0.218 -0.167 0.740
H -0.883853 1.425209 0.031139 -0.145 -0.148 2.201
H 1.988498 0.244888 -0.123940 -1.796 -0.286 0.797
H 1.490609 -0.387863 2.195279 -1.012 0.218 -0.245
H -0.401891 2.178112 2.938148 -0.441 0.598 -1.131
H 0.208209 0.752035 3.788186 -0.131 -0.325 0.964
H -0.701934 -1.041326 -3.516120 0.610 0.477 -0.448
H 0.175255 0.280982 -2.745998 -0.633 -0.655 -0.959
```
Positions in Å, forces in eV/Å.

Values from the calculation:
Energy above the lowest of the compared OMol25 structures with the same formula, charge and spin ... 6.608 eV
Electronic energy ... -7883.9230 eV
HOMO-LUMO gap ... 6.77 eV
Lowest unoccupied orbital energy ... 0.0030 hartree

Here are the natural (NBO) charges for atoms 1 to 6, given in e: C -0.229; C -0.481; C 0.095; C -0.431; C -0.187; C -0.517

The calculation returns the following strongest force on any atom values, one per record and in order: 4.5; 7.1 eV/A.